DFT (the ωB97M-V functional and the def2-TZVPD basis) results for C6H10O as an isolated structure.

Computed properties:
Frontier orbital gap, eV: 10.098
Spin multiplicity: 1
ΔE to the lowest compared entry with this formula, charge and spin, kcal per mole: 36.6

Geometry (Å):
C (1.17599, 0.49150, -1.62838)
C (0.84176, 0.64758, -0.15945)
O (0.03031, 1.82417, 0.10092)
C (-0.96488, 1.01151, 0.71367)
C (-1.51419, 0.00171, -0.23570)
C (-0.21094, -0.26697, 0.47468)
C (0.07962, -1.48350, 1.30636)
H (1.69764, -0.45463, -1.81006)
H (0.26714, 0.50504, -2.23610)
H (1.81527, 1.31195, -1.96765)
H (1.75824, 0.68287, 0.44615)
H (-1.58110, 1.43538, 1.49678)
H (-2.35211, -0.57509, 0.15109)
H (-1.56363, 0.25019, -1.29151)
H (0.36967, -2.32854, 0.67043)
H (0.89301, -1.30188, 2.01887)
H (-0.80406, -1.78710, 1.87788)

Forces on atoms 1 to 6 (eV/Å):
C 0.01 -0.02 -0.04
C 0.20 -0.16 -0.16
O -0.08 0.10 -0.09
C -0.33 0.08 0.17
C -0.15 -0.08 -0.20
C 0.03 -0.10 0.00

---

DFT (the ωB97M-V functional and the def2-TZVPD basis) results for a 2-piece molecular cluster, C4H10N2 overall at a distorted geometry.

Computed properties:
Frontier orbital gap (spin up / spin down), eV: 6.902 / 3.589
Spin multiplicity: 2
ΔE to the lowest compared entry with this formula, charge and spin, kcal per mole: 103.0
Net charge: +1

Geometry (Å):
C (-3.18792, 1.57618, -0.07568)
C (-2.43982, 0.36363, -0.37370)
C (-2.13658, -0.55792, 0.65176)
H (-4.29430, 1.49979, -0.43114)
H (-2.82642, 2.45119, -0.63247)
H (-3.20925, 1.94660, 0.94041)
H (-2.82648, 0.01859, -1.36860)
H (-1.58127, -1.47480, 0.49471)
H (-2.31691, -0.15717, 1.63378)
N (2.22442, 0.32381, 0.67859)
C (2.85706, -0.35463, -0.38136)
N (2.91342, -1.61675, -0.56624)
H (2.04042, -0.31948, 1.44797)
H (1.28109, 0.51939, 0.33311)
H (3.40960, 0.41408, -0.95548)
H (3.51866, -1.70195, -1.39100)

Forces on atoms 1 to 6 (eV/Å):
C -0.74 1.36 0.06
C -3.97 -0.82 -0.55
C 1.42 0.97 -0.60
H 1.71 -0.25 0.18
H -0.03 -0.09 -0.51
H 0.23 -0.41 0.47

---

DFT (the ωB97M-V functional and the def2-TZVPD basis) results for C26H54AsBF4N2O9P2S3SiTi as an isolated structure.

Computed properties:
Frontier orbital gap (spin up / spin down), eV: 2.397 / 6.166
Spin multiplicity: 3
ΔE to the lowest compared entry with this formula, charge and spin, kcal per mole: 0.0
Net charge: -2

Geometry (Å):
Ti (0.65436, -1.61197, 0.60577)
C (-2.93331, -0.72880, 0.74330)
C (-2.14452, -0.32939, 1.97691)
C (-2.72047, 0.96485, 2.54426)
C (-2.15662, -1.41359, 3.04153)
O (-0.75519, -0.15226, 1.53483)
Si (0.30609, 1.13505, 1.84830)
S (2.01692, 0.49912, 0.93502)
O (0.36843, 1.48346, 3.45216)
C (1.19772, 1.11321, 4.57052)
C (2.67917, 1.21827, 4.23141)
C (0.85591, -0.29824, 5.02178)
C (0.84232, 2.12224, 5.65902)
O (-0.48618, 2.42422, 1.19318)
C (-0.23515, 3.81688, 1.31690)
C (1.26519, 4.09661, 1.29766)
C (-0.90613, 4.45973, 0.10773)
C (-0.86508, 4.34099, 2.60658)
H (-3.99031, -0.83366, 0.99896)
H (-2.58884, -1.67982, 0.34711)
H (-2.82827, 0.04490, -0.02048)
H (-3.72372, 0.74368, 2.91614)
H (-2.78782, 1.73564, 1.77829)
H (-2.11967, 1.34011, 3.37300)
H (-3.18738, -1.69903, 3.26421)
H (-1.68845, -1.04696, 3.95264)
H (-1.62879, -2.30507, 2.71031)
H (2.99522, 0.42013, 3.56419)
H (3.25898, 1.12687, 5.15287)
H (2.89991, 2.18405, 3.76893)
H (0.94411, -0.99865, 4.19226)
H (-0.15805, -0.33180, 5.42661)
H (1.55847, -0.63301, 5.78626)
H (1.12584, 3.13121, 5.34936)
H (1.36791, 1.88049, 6.58512)
H (-0.23312, 2.10457, 5.84891)
H (1.71724, 3.65584, 0.40813)
H (1.75039, 3.65904, 2.17291)
H (1.45133, 5.17378, 1.30058)
H (-0.46074, 4.07933, -0.81280)
H (-0.79891, 5.54724, 0.13544)
H (-1.96808, 4.20842, 0.09683)
H (-0.42437, 3.84499, 3.47003)
H (-1.93847, 4.14046, 2.60305)
H (-0.71126, 5.42025, 2.69258)
C (-0.59781, -3.75421, -2.50683)
P (-0.82546, -1.99387, -2.07079)
C (-2.58351, -1.74342, -2.56583)
C (0.00483, -1.28062, -3.56044)
C (-0.22804, 0.20818, -3.80383)
P (0.27584, 1.30214, -2.39574)
C (2.09678, 1.08398, -2.49614)
C (0.14687, 2.90662, -3.30478)
H (-0.92374, -3.92685, -3.53712)
H (-1.16052, -4.39417, -1.83461)
H (0.45926, -4.00579, -2.41815)
H (-2.73546, -2.01160, -3.61832)
H (-2.86494, -0.70162, -2.38589)
H (-3.21327, -2.37761, -1.94133)
H (-0.35249, -1.85348, -4.42474)
H (1.06930, -1.50493, -3.44861)
H (-1.29444, 0.39862, -3.97421)
H (0.30049, 0.52497, -4.71180)
H (2.45577, 1.20082, -3.52405)
H (2.37652, 0.10149, -2.11471)
H (2.57931, 1.81705, -1.84898)
H (0.67477, 2.86755, -4.26284)
H (0.58779, 3.69957, -2.69673)
H (-0.90248, 3.15072, -3.48056)
O (2.87560, -4.51891, 2.60574)
As (2.98472, -2.76929, 2.58715)
O (3.33044, -2.22911, 4.08712)
O (1.33940, -2.36756, 2.11997)
C (4.19812, -2.19844, 1.26878)
C (5.24041, -1.40313, 1.76447)
C (6.24139, -0.90686, 0.95935)
C (6.22224, -1.20094, -0.44390)
C (5.21408, -1.96406, -0.96626)
C (4.19169, -2.50545, -0.15668)
S (2.85902, -3.24706, -0.92764)
O (3.18105, -3.55621, -2.30403)
O (2.37828, -4.35532, -0.11439)
O (1.72018, -2.20166, -0.95225)
H (2.64398, -4.77646, 1.69266)
H (5.23578, -1.18266, 2.82671)
H (7.02343, -0.28904, 1.38370)
H (6.99829, -0.81610, -1.09585)
H (5.17904, -2.18033, -2.02705)
F (-2.83856, -4.02584, -0.01766)
B (-1.76134, -4.38611, 0.81671)
F (-0.79064, -3.27917, 0.74187)
F (-2.18324, -4.48777, 2.13210)
F (-1.15977, -5.54172, 0.36545)
C (-5.24330, 0.80713, -6.99546)
N (-4.59650, 1.62476, -5.99252)
C (-4.15851, 1.14908, -4.79311)
N (-4.02822, -0.19217, -4.69851)
S (-3.80243, 2.16360, -3.52519)
H (-6.15745, 0.33031, -6.62768)
H (-4.57123, 0.02973, -7.36437)
H (-5.49066, 1.43655, -7.84739)
H (-4.85204, 2.59650, -5.94117)
H (-4.00532, -0.77711, -5.51535)
H (-3.57990, -0.54613, -3.86662)

Forces on atoms 1 to 6 (eV/Å):
Ti -0.25 0.24 0.50
C -0.02 0.01 -0.03
C 0.00 0.01 -0.02
C 0.01 -0.01 -0.01
C 0.02 -0.02 -0.07
O 0.03 -0.02 0.10

---

DFT (the ωB97M-V functional and the def2-TZVPD basis) results for C25H24FeO11 as an isolated structure at a distorted geometry.

Computed properties:
Frontier orbital gap (spin up / spin down), eV: 7.115 / 5.376
Spin multiplicity: 6
Net charge: +1

Geometry (Å):
Fe (1.93546, -0.87635, -0.28993)
C (4.16073, -1.28196, -0.39750)
O (3.58988, -1.29660, -1.59420)
O (3.94935, -0.11187, 0.13610)
O (3.53512, -2.19966, 0.31717)
C (0.76758, -0.19596, 3.86741)
C (1.17846, 0.47050, 5.01365)
C (2.53504, 0.67793, 5.25180)
C (3.49063, 0.20753, 4.36166)
C (3.06314, -0.55994, 3.28806)
C (1.71473, -0.70184, 2.99738)
O (1.30511, -1.43354, 1.85621)
O (2.94585, 1.41036, 6.32153)
H (-0.29010, -0.28126, 3.65667)
H (0.41271, 0.85278, 5.67522)
H (4.54870, 0.37493, 4.49670)
H (3.80231, -1.06769, 2.68462)
H (1.40555, -2.37921, 2.01474)
H (2.29854, 1.43200, 7.03182)
C (-1.58628, -3.91691, -3.15004)
C (-0.38729, -3.51678, -2.57980)
C (-0.36495, -2.94523, -1.31757)
C (-1.55204, -2.64148, -0.69362)
C (-2.76115, -3.08986, -1.22381)
C (-2.78350, -3.65254, -2.49939)
O (-3.95267, -3.98093, -3.10491)
O (0.85851, -2.64415, -0.68128)
H (-1.55564, -4.35089, -4.13959)
H (0.49780, -3.56465, -3.20672)
H (-1.61047, -2.31244, 0.33802)
H (-3.65765, -2.94354, -0.63694)
H (-4.68173, -3.46987, -2.74161)
H (1.42238, -3.40877, -0.85942)
C (-2.20706, 1.11248, 1.42429)
C (-0.95744, 0.65860, 1.04709)
C (-0.00601, 1.52389, 0.56065)
C (-0.36302, 2.83149, 0.27667)
C (-1.62463, 3.29411, 0.59784)
C (-2.53245, 2.45155, 1.20726)
O (-3.74175, 2.96015, 1.54058)
O (1.29016, 1.05071, 0.28722)
H (-2.91772, 0.43141, 1.87626)
H (-0.74628, -0.40150, 1.08631)
H (0.37791, 3.48449, -0.17198)
H (-1.89982, 4.33159, 0.46256)
H (-4.32766, 2.25406, 1.83017)
H (1.90629, 1.74988, 0.53554)
C (-0.03778, 3.10705, -3.17115)
C (0.83288, 2.08162, -2.81569)
C (0.36754, 0.79850, -2.67056)
C (-0.99105, 0.52846, -2.74613)
C (-1.87037, 1.54334, -3.07349)
C (-1.39004, 2.82526, -3.32629)
O (-2.26958, 3.76546, -3.74721)
O (1.22517, -0.26482, -2.27483)
H (0.38621, 4.08834, -3.34081)
H (1.90581, 2.24419, -2.82001)
H (-1.42983, -0.45151, -2.59758)
H (-2.91437, 1.36048, -3.29369)
H (-1.88189, 4.64509, -3.77175)
H (1.58267, -0.60652, -3.10370)

Forces on atoms 1 to 6 (eV/Å):
Fe -0.75 0.49 0.26
C -9.40 1.86 0.85
O 3.38 -0.88 -1.00
O 3.60 0.07 -0.05
O 3.42 -1.46 -0.06
C -0.09 0.15 -0.04

---

DFT (the ωB97M-V functional and the def2-TZVPD basis) results for an isolated molecule of C6H7ClS at a distorted geometry.

Computed properties:
Structure (SMILES): C=CC(=S)/C(Cl)=C\C
Frontier orbital gap, eV: 7.834
Spin multiplicity: 1
ΔE to the lowest compared entry with this formula, charge and spin, kcal per mole: 29.2

Geometry (Å):
C (-0.97387, 2.77216, -0.61640)
C (-0.52151, 1.76807, 0.13404)
C (-0.12073, 0.43141, -0.40818)
S (0.10688, 0.16930, -1.99713)
C (0.13041, -0.62891, 0.64342)
Cl (-1.09977, -0.63599, 1.88841)
C (1.07890, -1.50076, 0.65392)
C (2.21067, -1.68357, -0.30475)
H (-1.10140, 3.77641, -0.25562)
H (-1.31319, 2.59375, -1.69353)
H (-0.32486, 1.92409, 1.19503)
H (1.10786, -2.08000, 1.57449)
H (2.20385, -2.52207, -1.02730)
H (2.45424, -0.72300, -0.81586)
H (3.13630, -1.81652, 0.26167)

Forces on atoms 1 to 6 (eV/Å):
C -0.77 -0.76 -1.71
C 0.49 -0.07 -0.17
C -0.21 0.13 0.56
S -0.09 -0.16 0.26
C -2.33 2.39 -1.41
Cl 0.11 0.02 0.17

---

DFT (the ωB97M-V functional and the def2-TZVPD basis) results for C32H35BCoN4O10P3 as an isolated structure.

Computed properties:
Frontier orbital gap (spin up / spin down), eV: 4.862 / 5.437
Spin multiplicity: 2
ΔE to the lowest compared entry with this formula, charge and spin, kcal per mole: 7.3
Net charge: -1

Geometry (Å):
Co (-0.37815, 0.13756, 0.01539)
C (2.40702, 0.67255, 2.43474)
C (1.97543, -0.75709, 2.68343)
O (2.70116, -1.30949, 3.78416)
P (0.19201, -0.85670, 3.07158)
O (-0.11743, -2.39221, 3.21690)
O (-0.03638, -0.32234, 4.56198)
O (-0.67505, -0.10738, 2.12522)
P (2.16171, -1.87975, 1.23069)
O (3.69931, -1.75419, 0.77722)
O (1.92653, -3.22975, 1.84794)
O (1.28364, -1.36588, 0.13293)
H (2.26331, 1.27767, 3.33272)
H (1.82477, 1.09513, 1.61256)
H (3.46731, 0.68197, 2.18076)
H (2.72760, -2.26848, 3.64544)
H (0.57572, -2.92401, 2.69866)
H (-0.30932, 0.60289, 4.53858)
H (3.74701, -1.21648, -0.02332)
O (0.55006, -0.77086, -2.54680)
C (0.01944, 0.28920, -1.81230)
C (-0.05953, 1.47705, -2.55916)
C (0.21488, 1.64278, -3.94579)
C (0.14343, 2.89266, -4.51920)
C (-0.18309, 4.02912, -3.76404)
C (-0.44579, 3.88605, -2.40066)
C (-0.40654, 2.63910, -1.80906)
P (-0.63426, 2.22187, -0.05898)
C (-2.40834, 2.58478, 0.30709)
C (-3.30050, 3.09038, -0.63489)
C (-4.64886, 3.24448, -0.32753)
C (-5.12549, 2.90855, 0.92983)
C (-4.24656, 2.39444, 1.87665)
C (-2.90756, 2.22085, 1.56202)
C (0.17028, 3.68375, 0.74720)
C (1.54819, 3.81246, 0.54774)
C (2.26840, 4.83627, 1.13866)
C (1.62803, 5.75322, 1.96503)
C (0.26486, 5.63472, 2.17945)
C (-0.45908, 4.61053, 1.57525)
H (0.48534, 0.77774, -4.53554)
H (0.35414, 3.00357, -5.57746)
H (-0.21944, 5.00561, -4.23000)
H (-0.67231, 4.75993, -1.79708)
H (-2.94078, 3.34724, -1.62295)
H (-5.32826, 3.62702, -1.07976)
H (-6.17454, 3.03236, 1.16941)
H (-4.60992, 2.11386, 2.85889)
H (-2.23306, 1.77142, 2.28256)
H (2.04816, 3.09066, -0.09133)
H (3.33365, 4.92068, 0.95985)
H (2.18972, 6.55086, 2.43520)
H (-0.24546, 6.34836, 2.81589)
H (-1.52677, 4.54336, 1.74138)
C (-4.29605, -2.52197, 3.28577)
C (-5.30424, -2.52963, 2.13578)
C (-5.92063, -1.14546, 1.93810)
C (-4.71361, -3.05059, 0.82183)
N (-3.75220, -2.13977, 0.22737)
C (-2.56348, -1.71919, 0.66196)
N (-2.09942, -0.84928, -0.20087)
N (-3.01894, -0.74822, -1.18018)
N (-4.01705, -1.51900, -0.93438)
H (-4.81106, -2.35300, 4.23243)
H (-3.56841, -1.71822, 3.16501)
H (-3.75546, -3.46776, 3.35892)
H (-6.10106, -3.23782, 2.38729)
H (-5.15165, -0.41147, 1.68826)
H (-6.41544, -0.81369, 2.85205)
H (-6.65434, -1.14745, 1.13021)
H (-5.50538, -3.15476, 0.08165)
H (-4.24347, -4.02617, 0.95943)
H (-2.05516, -2.06662, 1.54355)
O (1.75542, -2.84554, -2.31356)
B (0.63879, -2.02466, -2.05325)
O (-0.42211, -2.80091, -1.53728)
C (0.11380, -4.03300, -1.32738)
C (-0.46976, -5.13019, -0.74296)
C (0.30631, -6.28779, -0.63995)
C (1.61171, -6.31882, -1.11147)
C (2.19483, -5.19622, -1.70380)
C (1.42394, -4.06304, -1.79892)
H (-1.48652, -5.08956, -0.37339)
H (-0.11376, -7.17122, -0.17700)
H (2.19436, -7.22506, -1.00882)
H (3.21636, -5.20526, -2.05974)

Forces on atoms 1 to 6 (eV/Å):
Co 0.32 0.12 0.01
C -0.01 -0.02 0.01
C -0.04 -0.17 0.02
O 0.04 0.06 0.04
P 0.04 -0.04 0.10
O -0.07 0.13 0.06

---

DFT (the ωB97M-V functional and the def2-TZVPD basis) results for C3H4NiO as an isolated structure at a distorted geometry.

Computed properties:
Frontier orbital gap (spin up / spin down), eV: 7.974 / 4.918
Spin multiplicity: 4
ΔE to the lowest compared entry with this formula, charge and spin, kcal per mole: 47.2
Net charge: +1

Geometry (Å):
C (-2.44972, -0.17084, 0.33287)
C (-1.13547, 0.57332, 0.40739)
C (-1.43676, -0.96383, 0.35834)
H (-3.50498, 0.01772, 0.49384)
H (-0.93323, 1.08635, 1.36282)
H (-0.86369, 1.13225, -0.50365)
H (-1.01206, -1.96264, 0.41361)
O (-3.61323, 0.43557, -2.25785)
Ni (-3.19979, -0.12096, -3.93141)

Forces on atoms 1 to 6 (eV/Å):
C -1.59 1.81 0.04
C -1.30 -1.17 -0.18
C 2.09 0.34 -0.16
H 0.21 -0.34 -0.16
H 0.21 -0.41 -0.46
H 0.30 -0.44 0.47